1.
64
Properties=species:S:1:pos:R:3:forces:R:3 method="wB97M-V/def2-TZVPD" homo_energy_ev=-11.37 e_tot_ev=-103247.8304 total_charge=+1
Lu -1.51732 -0.24589 -0.54209 1.676 3.639 -1.326
I -2.65165 1.95511 -2.23288 -0.109 0.302 0.012
Cl -2.66311 -2.37817 -0.56564 -1.415 -2.775 0.023
O -3.34138 -3.60001 -0.65542 0.225 0.455 0.020
O -3.84288 0.58168 4.57475 0.090 0.047 0.049
O -0.18543 0.04016 0.84149 1.103 0.072 1.885
O -1.48071 -2.28470 -1.44901 -0.347 -0.712 -0.054
O -3.47271 -1.20586 -0.94153 -0.838 -0.815 -0.101
O -2.15005 -2.05809 0.76712 -0.299 -0.409 -0.165
N 2.13147 0.55535 -3.08811 0.223 0.007 -0.110
N 5.00983 -0.38107 -4.59283 0.139 -0.294 0.244
N 0.56959 -0.88239 4.22141 -0.137 0.087 0.014
N 0.24001 0.11082 -2.09381 -0.228 -0.136 -0.061
N 4.39363 -0.10545 -3.40397 -0.097 0.248 -0.241
N -2.78956 1.12530 0.91632 -0.097 -0.142 -0.363
N 5.69621 -1.44906 -4.46580 -0.299 0.225 0.199
C 5.67884 -3.29778 -1.24985 -0.013 0.025 -0.016
C 1.36614 0.80367 -2.00415 0.074 -0.009 -0.142
C 4.28944 -1.29463 -1.16237 0.035 -0.053 0.019
C 1.46827 -0.33822 -3.90842 0.191 0.110 0.062
C 0.30430 -0.60597 -3.28531 -0.167 0.017 0.155
C -0.32436 -0.07283 2.16715 0.340 0.191 -0.419
C -2.56477 1.03523 5.02880 -0.053 -0.087 -0.072
C 4.67864 -1.07039 -2.48738 -0.111 0.125 0.169
C 1.77076 -1.45252 2.18275 0.031 0.024 0.085
C 5.52368 -1.92666 -3.17272 0.272 -0.223 -0.301
C -4.00043 1.75865 0.50029 -0.010 0.002 0.053
C -1.37565 0.53191 2.83402 -0.508 0.276 0.005
C -0.44666 -0.28312 4.87084 0.270 -0.178 -0.082
C 0.64017 -0.78513 2.90893 0.185 -0.080 0.092
C -6.40166 2.93466 -0.34858 0.003 0.007 -0.013
C 4.80813 -2.42245 -0.56406 0.010 0.018 -0.039
C -5.07735 1.89934 1.37398 -0.045 -0.051 0.108
C -1.43044 0.43320 4.23956 -0.165 0.050 0.064
C -5.35794 2.77200 -1.24735 -0.070 -0.008 0.106
C -6.25774 2.49029 0.95774 -0.043 0.021 -0.012
C -4.18337 2.18330 -0.81192 0.118 0.052 -0.196
C 6.04671 -3.06505 -2.55531 0.050 -0.091 0.043
C 3.50457 1.00893 -3.31102 -0.122 -0.145 -0.004
C 1.75062 1.76947 -0.93493 -0.054 -0.028 -0.031
C -2.45433 1.24361 2.15040 0.266 0.048 0.283
H 2.38407 -0.71235 1.66104 -0.030 -0.013 0.022
H 1.87359 2.77090 -1.34995 0.003 0.000 0.002
H -7.32610 3.39060 -0.67791 0.027 -0.019 0.016
H 3.61972 -0.63215 -0.62776 0.026 -0.029 -0.026
H -5.46140 3.09408 -2.27495 -0.004 -0.001 0.038
H 3.78387 1.66586 -2.49327 -0.004 0.049 0.082
H -2.41961 0.82156 6.08726 -0.022 -0.021 0.063
H -7.07694 2.58577 1.65896 0.026 -0.003 -0.036
H -0.46038 -0.39919 5.94911 0.026 -0.015 -0.025
H 1.89831 -0.70101 -4.82785 -0.002 0.024 0.061
H 4.54240 -2.64528 0.46242 0.013 0.003 -0.041
H 6.06065 -4.16849 -0.73273 -0.021 0.034 -0.012
H -5.00026 1.50671 2.38219 -0.017 0.020 -0.042
H -3.03575 1.91657 2.77024 -0.031 0.011 0.066
H -3.96402 -0.33348 4.85096 0.018 0.012 -0.006
H 3.57299 1.55062 -4.24854 0.028 0.043 -0.097
H -2.58072 2.11983 4.92554 -0.025 0.058 -0.012
H 6.71103 -3.72997 -3.09222 -0.030 0.031 0.027
H 0.98415 1.79706 -0.16782 -0.017 -0.017 0.001
H 2.38841 -1.98797 2.89966 -0.008 0.009 -0.013
H 1.39891 -2.14931 1.42950 -0.019 -0.005 -0.002
H -0.48254 -1.27420 -3.59239 0.002 0.030 0.010
H 2.68808 1.48661 -0.45257 -0.017 -0.013 -0.016

2.
20
Properties=species:S:1:pos:R:3:forces:R:3 method="wB97M-V/def2-TZVPD" e_above_lowest_kj_mol=175.0 homo_energy_ev=-2.35 e_tot_ev=-19752.4167 smiles=OCCCNCC[S-] total_charge=-1
S -1.70657 -2.30560 2.01874 -0.068 0.287 -0.033
O 0.34759 3.05134 -2.59618 -0.275 -0.001 -0.065
N 1.15350 0.13486 0.39034 -0.533 -0.015 0.348
C 1.59028 0.17306 -0.98533 0.012 0.258 0.013
C -0.22166 -0.36235 0.61703 0.419 -0.156 0.854
C 0.00657 2.05815 -1.59412 0.213 0.445 -0.595
C -0.31969 -1.09574 1.95867 -0.404 -0.620 0.029
C 0.52118 0.66625 -1.96403 0.740 0.315 -0.331
H 0.43804 2.36947 -0.64383 -0.226 -0.074 0.212
H -1.07874 2.11914 -1.57083 0.010 -0.163 0.285
H 2.03570 -0.75527 -1.36460 -0.195 -0.262 0.032
H 1.10175 0.82170 -2.87604 -0.221 -0.071 -0.322
H 1.28757 3.24538 -2.58320 0.073 -0.206 0.210
H 1.75872 -0.41612 0.98380 0.223 0.034 -0.219
H -0.89381 0.50484 0.65872 -0.196 -0.358 -0.446
H -0.41574 -0.40698 2.80536 0.272 0.014 -0.159
H -0.50900 -1.12335 -0.10778 -0.244 0.267 -0.334
H -0.26235 -0.04358 -2.22864 -0.011 -0.024 0.423
H 2.38834 0.92356 -1.04971 0.205 -0.020 -0.029
H 0.57477 -1.72101 2.07192 0.206 0.349 0.127

3.
67
Properties=species:S:1:pos:R:3:forces:R:3 method="wB97M-V/def2-TZVPD" homo_energy_ev=-9.05 e_tot_ev=-357084.5436 total_charge=+2
Br 6.03171 -0.38853 0.75729 0.432 -0.278 0.604
Br -1.49198 3.31409 -0.79022 -0.377 -1.275 -0.523
Br 7.70744 -3.33197 -0.68962 -0.038 0.101 -0.076
Br -5.71296 -4.94133 2.89976 -2.184 -3.664 0.357
K -3.66257 -4.24321 8.77398 -0.073 -0.346 1.435
Na 1.57270 -4.35258 -1.11581 0.131 -0.269 0.147
F -4.72107 -3.23287 2.72722 2.751 3.540 -0.557
F -5.42713 -1.73508 4.13540 0.560 -0.119 -0.241
F -5.15191 -1.19235 2.07978 0.390 -0.338 0.087
O -3.14667 -3.94364 6.50659 0.587 -0.144 -0.499
O 1.22462 -2.60480 0.10137 -0.385 1.298 -1.704
O 1.03202 2.21930 0.67476 -0.303 -0.327 -0.602
O 1.83172 0.65732 -3.93701 -0.502 -0.527 -0.047
O -5.29867 -3.95011 6.31574 0.207 -0.162 0.321
O -3.09858 -0.16511 3.53799 -0.710 -0.432 -0.170
O -2.27516 -2.25557 3.56210 -0.622 -0.221 -0.259
O -4.00445 6.24382 -5.35306 -0.083 0.128 -0.212
O -4.27615 -2.13841 6.87978 0.271 0.024 0.347
O 1.59684 2.07897 -5.61850 -0.298 0.164 -0.157
O 2.91061 2.43208 -3.87139 0.118 0.506 -0.162
N -4.24482 -3.34204 6.56493 -0.933 0.674 -1.668
N -3.17321 3.03233 -4.28034 0.106 -0.310 -0.139
C 2.37202 0.73910 -0.70476 0.509 -0.551 -0.512
C -2.56787 0.64616 -1.68045 2.166 -0.342 0.527
C 1.18089 -1.52336 -0.51738 0.646 1.005 0.075
C -0.87297 0.33600 2.67691 -0.097 -0.298 -0.253
C -1.43237 1.39799 -1.08889 0.459 -2.917 -0.455
C 2.45386 -0.72914 -0.91924 0.386 1.153 -0.177
C 4.66752 1.03973 -1.61408 -1.837 -1.298 0.254
C -1.28358 -1.56446 -1.49304 -0.425 2.457 0.302
C -1.79806 0.35276 3.87555 0.713 0.310 0.163
C 3.45307 1.64572 -1.03354 0.579 -2.811 -0.362
C -2.48505 -0.81331 -1.89286 1.807 1.172 0.532
C -0.23996 0.65166 -0.72734 -0.616 -0.847 -0.454
C -0.15802 -0.81733 -0.92142 -1.300 0.717 -0.188
C -3.18420 -1.49128 3.41569 1.444 0.453 0.443
C 8.42725 -1.92026 0.44619 0.072 -0.223 0.036
C 3.65236 -1.33280 -1.48893 -0.669 2.869 0.447
C -4.62081 -1.90072 3.09424 -1.837 0.675 0.587
C 2.08949 1.73981 -4.53825 0.286 -0.145 0.503
C 1.04876 1.32998 -0.13616 0.699 -0.955 -0.789
C 4.74562 -0.41575 -1.84538 -1.560 0.571 0.225
C 7.43737 -1.51353 1.50576 0.010 0.341 0.238
Be -4.29211 0.45650 0.18236 -0.479 0.221 0.491
H -1.37850 -0.19545 4.72129 -0.174 -0.168 -0.140
H -1.23501 -2.67581 -1.62603 -0.117 1.296 0.135
H 0.08634 0.79114 2.92424 -0.083 0.069 0.021
H -3.49567 6.87639 -5.92702 -0.014 0.030 -0.015
H -3.51499 6.05534 -4.49587 0.044 0.288 0.138
H 3.34265 2.73969 -0.86273 0.181 -1.102 -0.185
H -2.52151 2.91808 -5.06546 0.076 -0.064 0.049
H -0.68917 -0.68342 2.32953 0.034 0.001 0.135
H 5.66428 -0.85160 -2.31659 -1.012 0.580 0.590
H -2.64172 3.12580 -3.40568 0.164 0.008 0.230
H -3.74120 3.87398 -4.42524 -0.017 -0.137 0.044
H -1.32177 0.87996 1.84186 0.039 0.160 0.119
H -3.45208 1.26595 -1.97044 0.804 -0.993 0.175
H -3.78592 2.21179 -4.22266 0.058 -0.010 -0.007
H -1.94938 1.38147 4.20336 -0.334 -0.140 -0.059
H 9.32111 -2.34768 0.89955 -0.085 0.024 0.010
H 3.67180 -2.43094 -1.66389 0.378 1.032 0.101
H -4.92422 6.57469 -5.17816 0.032 0.081 0.003
H 8.71467 -1.10146 -0.20990 -0.078 -0.040 0.090
H 7.91967 -0.90123 2.26755 0.049 -0.075 -0.072
H 5.53828 1.68191 -1.89681 -0.997 -0.726 0.269
H 6.94741 -2.35886 1.98389 0.090 0.028 -0.095
H -3.37058 -1.30351 -2.36047 0.962 0.281 0.550

4.
80
Properties=species:S:1:pos:R:3:forces:R:3 method="wB97M-V/def2-TZVPD" e_above_lowest_kj_mol=339.7 homo_energy_ev="-9.90 / -10.67" e_tot_ev=-125837.1761 spin_multiplicity=3 total_charge=+1
W -0.61554 0.74745 -0.15425 0.986 -0.940 -0.210
As -3.09653 0.52843 -0.59972 -4.307 0.239 -0.618
S -0.40778 -0.63169 -2.26072 0.058 -0.027 0.322
O -1.22600 1.12605 1.59659 -0.865 -0.058 0.835
O 2.50882 3.02775 -0.97920 -0.198 -0.402 0.247
O 1.16996 5.78434 3.34755 0.095 -0.038 -0.342
O 1.16259 1.31070 -0.51891 1.160 -0.344 -0.299
O 0.49348 4.21054 4.89004 -0.019 -0.417 -0.086
N 1.18380 -1.51103 -0.28369 0.239 -0.487 0.887
N 1.60406 -2.37810 -2.36026 0.109 -0.065 -0.087
N -0.00486 4.05162 -1.77141 -0.867 -0.843 0.916
N 0.35147 -0.87167 0.58895 -0.288 -1.335 -1.305
N -1.02875 2.18370 -1.59084 0.302 3.394 -0.847
N -0.28061 2.92840 -2.41746 -0.576 -1.123 0.242
N -1.13911 2.85388 -0.33292 -0.037 0.858 -1.866
C -0.84810 4.93209 -4.45813 0.172 0.155 -0.069
C 0.71359 5.59257 4.67412 -0.140 0.932 0.914
C -3.82194 1.21324 -2.32109 0.587 -0.068 0.090
C -2.21238 -2.21230 2.63829 0.242 0.258 -0.277
C -5.26711 2.39109 0.37886 0.126 -0.173 -0.039
C -5.29670 3.51506 -0.44333 0.040 -0.051 0.137
C -6.48476 4.18276 -0.67873 0.064 0.017 -0.037
C -1.65022 -1.16914 1.90339 -0.379 0.696 0.537
C -1.37326 6.60744 -2.67657 0.273 0.040 -0.128
C 1.27655 4.54172 2.80377 -0.129 -0.605 0.061
C -0.95709 -1.33401 0.61215 0.976 -1.311 1.095
C 1.60603 2.80916 1.22619 0.268 -0.438 0.194
C -2.74024 -1.96045 3.89434 0.005 -0.081 0.014
C -0.25669 5.87230 -3.41149 -0.218 -0.127 0.133
C -1.67535 0.14607 2.41811 -0.341 -1.250 0.317
C 0.67106 5.13135 -2.42717 0.475 0.799 -0.955
C -6.45665 1.92210 0.92772 0.126 0.025 -0.068
C 0.90067 2.23639 3.47507 0.008 0.323 0.154
C 1.84343 2.38968 -0.19479 0.809 1.415 0.455
C -2.21040 0.38557 3.68002 0.251 0.206 -0.251
C 0.90962 -1.58170 -1.53602 -0.609 0.484 -0.294
C -7.65954 3.72608 -0.10385 -0.074 -0.089 -0.034
C 1.66568 4.17828 1.54022 -0.021 0.010 0.324
C 0.87155 3.58461 3.74934 0.243 0.013 -0.613
C -4.41891 -0.97374 -0.53158 0.770 -0.100 0.010
C -0.49874 4.01704 -0.54065 -0.453 -0.779 0.125
C -2.72378 -0.67477 4.41578 0.071 0.064 -0.153
C -3.96110 1.75588 0.74220 0.396 -0.028 0.069
C 1.26417 1.85321 2.18239 0.731 0.263 -0.030
C -7.64701 2.58770 0.68501 -0.044 -0.009 -0.012
H -4.88598 1.46413 -2.23130 0.334 -0.165 0.213
H 0.38147 6.60540 -3.91368 0.009 -0.050 0.049
H -8.56551 2.22703 1.12096 -0.091 -0.040 0.071
H -4.07946 1.15900 1.65631 0.134 0.060 -0.245
H -0.07205 4.32751 -4.91969 0.012 -0.136 -0.098
H -6.49460 5.06607 -1.29813 0.000 0.098 -0.072
H 1.04124 5.82191 -1.66595 -0.009 -0.208 0.015
H -4.31784 -1.57032 0.37787 0.047 0.119 -0.087
H -1.58597 4.26463 -4.01603 -0.035 -0.036 -0.030
H 1.99375 4.89067 0.79864 0.057 0.093 -0.027
H -1.34472 5.50339 -5.23887 -0.029 0.082 -0.035
H -2.19487 -3.21540 2.23506 -0.035 -0.077 -0.012
H -1.13629 -2.28342 0.07691 -0.075 0.753 -0.042
H -0.40850 4.80000 0.18295 0.032 0.173 0.073
H -1.97187 5.91656 -2.08598 -0.138 -0.095 0.093
H -4.23754 -1.60885 -1.40654 -0.025 0.102 0.216
H -0.97464 7.37574 -2.01974 -0.007 0.123 0.146
H -3.20403 2.52656 0.93892 -0.223 -0.294 -0.028
H -3.25500 2.08554 -2.64884 -0.160 -0.063 0.070
H 2.41319 -2.85385 -1.99842 0.014 -0.060 -0.051
H 1.48465 -2.28270 -3.35381 0.121 0.020 0.076
H -8.58511 4.25254 -0.27224 -0.111 0.065 -0.038
H -2.23063 1.39236 4.06981 0.016 0.112 0.018
H -5.43758 -0.56829 -0.59385 0.428 0.175 0.035
H -4.36722 3.87656 -0.86557 0.035 0.078 -0.059
H -3.12036 -0.48922 5.40276 -0.062 0.023 0.042
H -3.14989 -2.77385 4.47445 -0.036 -0.033 0.029
H -6.43346 1.05276 1.57330 -0.053 -0.030 0.030
H -3.68922 0.42931 -3.07369 -0.020 0.053 0.170
H 1.35718 0.78968 1.94922 -0.124 0.455 0.079
H 1.46884 5.95188 5.38740 -0.073 -0.097 -0.221
H -0.22422 6.14522 4.82816 0.170 -0.190 -0.118
H 1.51800 4.69658 -2.96198 -0.024 0.014 0.184
H 0.63828 1.51046 4.22618 -0.012 -0.105 0.118
H -2.03630 7.08301 -3.39398 -0.085 0.076 -0.020